The following is a DFT calculation (ωB97M-V with the def2-TZVPD basis set) of C21H34Cl3N2OOsP as an isolated structure at a distorted geometry.

The geometry in ORCA input format:
```
! wB97M-V def2-TZVPD RIJCOSX def2/J DEFGRID3
* xyz 2 5
Os -1.702 0.104 0.428
Cl -1.527 3.912 3.522
Cl -6.390 2.419 5.180
Cl -3.925 -0.333 1.263
P 0.921 0.112 -1.531
O -1.828 1.629 1.733
N -0.882 -1.184 2.195
N -0.159 0.601 -0.410
C -3.960 3.060 4.262
C -5.068 1.116 3.255
C -5.049 2.192 4.175
C -0.362 -1.536 3.156
C 2.666 2.246 -1.223
C 0.618 -1.644 -3.767
C -3.984 0.953 2.460
C 3.425 -1.253 -1.536
C 0.570 2.716 -2.458
C 1.676 1.666 -2.246
C -0.178 -0.773 -2.784
C -0.546 -3.090 5.085
C -2.870 2.879 3.443
C 2.530 -0.464 0.684
C 2.403 1.396 -3.568
C -1.218 -1.645 -2.068
C 1.488 -2.391 -0.445
C -2.841 1.799 2.499
C 0.297 -2.030 4.363
C 2.159 -1.033 -0.699
C -0.947 0.299 -3.570
H 1.263 -2.437 4.056
H -0.134 2.753 -1.628
H 3.196 0.657 -3.475
H 3.216 -1.668 -2.520
H 1.321 -2.958 -1.356
H 4.009 -0.344 -1.659
H -3.972 3.876 4.971
H -0.067 -2.032 -4.523
H -1.484 0.987 -2.915
H -0.849 -2.602 -1.721
H 2.996 3.215 -1.602
H 1.092 -2.498 -3.291
H 2.866 2.331 -3.889
H 2.986 -1.271 1.260
H 0.498 -1.173 5.008
H 1.380 -1.070 -4.289
H 1.049 3.693 -2.524
H -0.825 -3.897 4.410
H 3.555 1.635 -1.102
H 4.057 -1.969 -1.008
H 0.551 -2.296 0.105
H -0.297 0.874 -4.225
H -1.669 -1.124 -1.183
H -1.679 -0.202 -4.205
H 0.040 -3.512 5.898
H 1.728 1.087 -4.363
H 2.202 2.414 -0.251
H 3.255 0.339 0.632
H -5.928 0.463 3.193
H 0.020 2.564 -3.383
H -2.072 -1.811 -2.725
H 2.167 -2.983 0.171
H -1.449 -2.652 5.504
H 1.656 -0.111 1.232
*
```

Atom charges from the natural (NBO) analysis, given in e for atoms 1 to 6: number 1, Os, carries 1.16; number 2, Cl, carries 0.15; number 3, Cl, carries 0.18; number 4, Cl, carries 0.16; number 5, P, carries 1.86; number 6, O, carries -0.52


The following is a DFT calculation (ωB97M-V with the def2-TZVPD basis set) of C20H26O4 as an isolated structure at a distorted geometry.

The geometry in ORCA input format:
```
! wB97M-V def2-TZVPD RIJCOSX def2/J DEFGRID3
* xyz 0 1
O 0.925 -1.901 -2.467
O -0.262 5.543 1.032
O 2.104 1.646 0.967
O 1.483 4.137 2.041
C 0.900 3.721 0.973
C -1.368 -4.672 0.156
C 0.157 2.074 -0.596
C 0.576 -0.493 -0.684
C -0.752 -3.467 -0.640
C -0.631 2.921 -1.266
C 0.620 -1.715 -1.198
C 1.538 3.449 3.452
C -1.403 -3.889 -2.032
C 3.098 1.514 0.379
C -0.822 4.132 -0.967
C 0.346 -2.921 -0.276
C -2.128 -5.142 -1.841
C -1.475 -5.859 -0.743
C -0.153 4.477 0.365
C -1.261 6.592 0.488
C 0.474 0.652 -1.122
C 0.238 -0.780 1.075
C 0.743 -2.354 0.972
C 1.156 2.432 0.402
H -2.138 -6.573 -0.467
H 0.816 -0.167 1.413
H -3.368 -4.843 -1.617
H 3.609 2.448 0.155
H 3.687 0.796 0.799
H -0.645 -6.307 -1.096
H 0.514 3.531 3.662
H -1.187 2.475 -2.203
H -2.374 -5.556 -2.768
H 3.078 0.854 -0.672
H -0.895 6.776 -0.613
H -1.658 4.649 -1.322
H 2.062 3.925 4.092
H -0.758 -0.629 1.113
H 0.005 -2.936 1.777
H -2.090 6.226 0.372
H 1.834 -2.367 1.312
H -2.073 -2.953 -2.642
H -1.855 -2.663 -0.004
H 0.521 0.484 -2.413
H 1.189 -3.697 -0.695
H -1.132 7.634 1.184
H -0.394 -4.029 -2.722
H -2.206 -4.540 0.865
H -0.327 -5.078 1.028
H 1.681 2.443 2.989
*
```

Atom charges from the natural (NBO) analysis, given in e for atoms 1 to 6: number 1, O, carries -0.58; number 2, O, carries -0.48; number 3, O, carries -0.50; number 4, O, carries -0.56; number 5, C, carries 0.26; number 6, C, carries -0.34


The following is a DFT calculation (ωB97M-V with the def2-TZVPD basis set) of one molecule with the formula C3H6O2S at a distorted geometry.

The geometry in ORCA input format:
```
! wB97M-V def2-TZVPD RIJCOSX def2/J DEFGRID3
* xyz 0 1
S -0.909 -0.374 -2.214
O -0.732 0.329 1.746
O 1.758 0.403 0.757
C -0.267 0.322 -0.703
C -0.558 -0.424 0.581
C 0.844 -0.378 0.071
H 1.272 0.738 1.541
H -1.130 -1.322 0.539
H -1.571 0.814 1.643
H 0.214 -0.227 -2.931
H 1.304 -1.303 -0.367
H -0.224 1.424 -0.665
*
```

Atom charges from the natural (NBO) analysis, given in e for atoms 1 to 6: number 1, S, carries -0.01; number 2, O, carries -0.71; number 3, O, carries -0.69; number 4, C, carries -0.44; number 5, C, carries 0.05; number 6, C, carries 0.09


Relative energy (zero: lowest compared OMol25 entry of this formula, charge and spin) (kcal per mole)
27.5, 454.2, 44.5